[1]
DFT (wB97M-V/def2-TZVPD) results for an isolated ion of composition C2H6NO and charge +1.

Total charge = +1
Frontier orbital gap = 11.212 eV
SMILES = [NH3+]CC=O

Atoms and positions in Å:
1 O -0.4545 0.5094 -1.3020
2 C -0.6677 -0.5230 -0.6661
3 C -0.1346 -0.6134 0.8269
4 N 0.9735 0.5382 0.7933
5 H -1.5046 -1.3200 -0.8591
6 H -0.6850 -0.5705 1.7516
7 H 0.3370 -1.4741 0.7899
8 H 1.9347 0.1825 1.0516
9 H 0.9980 0.8427 -0.2108
10 H 0.5556 1.3156 1.3750

Cartesian forces (eV/Å) of the 6 atoms listed first:
0.0 -3.1 0.7
-3.2 2.2 1.1
0.8 4.6 -2.5
-0.9 -1.0 0.8
1.8 1.2 -0.5
-0.9 0.4 -0.2


[2]
DFT (wB97M-V/def2-TZVPD) results for one molecule with the formula C5H11NO2.

Frontier orbital gap = 9.558 eV
SMILES = C[C@H](C(=O)O)N(C)C

Atoms and positions in Å:
1 C 0.7618 -1.5908 -0.2172
2 N -0.0399 -0.7585 0.6345
3 C -1.4180 -1.3579 0.5951
4 C -0.4139 0.8718 -1.1843
5 C -0.0310 0.6737 0.1663
6 C 1.3840 1.4069 0.5167
7 O 0.9124 2.5723 1.0171
8 O 2.5195 1.1310 0.5352
9 H 1.7141 -1.2190 -0.1573
10 H 0.6152 -2.6438 0.2214
11 H 0.2953 -1.6923 -1.2899
12 H -2.0823 -0.9273 -0.0774
13 H -1.3206 -2.4246 0.5971
14 H -2.1248 -1.0955 1.3691
15 H -1.0339 0.0481 -1.5313
16 H 0.4738 0.7184 -2.0922
17 H -1.0424 1.8657 -1.3939
18 H -0.6913 1.3551 0.7599
19 H 1.5220 3.0668 1.5310

Cartesian forces (eV/Å) of the 6 atoms listed first:
-3.4 -2.7 -0.8
-1.9 1.0 0.1
0.9 1.0 1.8
0.0 1.3 -7.0
1.9 0.0 3.3
-3.8 0.2 1.0


[3]
DFT (wB97M-V/def2-TZVPD) results for C34H30BKN6P2S2 as an isolated structure.

Total charge = -2
Frontier orbital gap = 5.568 eV

Atoms and positions in Å:
1 K 0.0926 -0.1408 -0.0153
2 S 3.3418 0.0549 0.2028
3 P 2.9637 0.4552 -1.6897
4 C 1.3134 0.6108 -2.0414
5 P 0.6546 0.1450 -3.5287
6 S -1.3013 0.0264 -3.5324
7 C 1.0965 1.3016 -4.9036
8 C 0.1862 1.7927 -5.8362
9 C 0.5482 2.8321 -6.6732
10 C 1.8078 3.4031 -6.5849
11 C 2.7204 2.9185 -5.6573
12 C 2.3570 1.8795 -4.8306
13 C 1.2212 -1.4385 -4.2641
14 C 0.8350 -2.5663 -3.5471
15 C 1.0793 -3.8301 -4.0387
16 C 1.7274 -3.9807 -5.2572
17 C 2.1625 -2.8633 -5.9494
18 C 1.9114 -1.5945 -5.4599
19 C 3.8427 2.0774 -1.8512
20 C 2.9931 3.1798 -1.8276
21 C 3.4929 4.4646 -1.7675
22 C 4.8624 4.6652 -1.7159
23 C 5.7176 3.5752 -1.7304
24 C 5.2155 2.2879 -1.7879
25 C 3.9823 -0.7270 -2.6534
26 C 3.7460 -2.0552 -2.2959
27 C 4.3461 -3.0946 -2.9719
28 C 5.2038 -2.8247 -4.0285
29 C 5.4443 -1.5118 -4.3929
30 C 4.8402 -0.4662 -3.7188
31 H -0.8057 1.3628 -5.8875
32 H -0.1667 3.2200 -7.3925
33 H 2.0708 4.2432 -7.2183
34 H 3.6983 3.3754 -5.5603
35 H 3.0307 1.5002 -4.0737
36 H 0.3086 -2.4143 -2.6100
37 H 0.7550 -4.7046 -3.4891
38 H 1.8826 -4.9711 -5.6714
39 H 2.6904 -2.9849 -6.8899
40 H 2.2305 -0.7199 -6.0146
41 H 1.9257 2.9913 -1.8660
42 H 2.8151 5.3095 -1.7541
43 H 5.2647 5.6694 -1.6417
44 H 6.7895 3.7315 -1.6815
45 H 5.8893 1.4403 -1.7650
46 H 3.0988 -2.2439 -1.4454
47 H 4.1440 -4.1171 -2.6778
48 H 5.6822 -3.6365 -4.5605
49 H 6.1158 -1.2962 -5.2186
50 H 5.0624 0.5539 -4.0044
51 C -1.5189 3.6021 2.5738
52 C -0.8809 3.0107 1.4790
53 N -0.9428 1.6972 1.5578
54 N -1.6035 1.4006 2.6689
55 C -1.9664 2.5250 3.3094
56 B -1.9109 -0.0367 3.1139
57 N -2.7241 -0.7557 2.0319
58 C -3.9483 -1.2857 2.1856
59 C -4.3308 -1.8398 0.9825
60 C -3.2435 -1.5870 0.1413
61 N -2.2946 -0.9405 0.7898
62 N -0.6067 -0.8006 3.3722
63 C -0.1286 -1.1728 4.5710
64 C 1.0772 -1.8113 4.3744
65 C 1.2489 -1.7747 2.9876
66 N 0.2306 -1.1700 2.4101
67 H -1.6359 4.6465 2.7940
68 H -0.3907 3.4817 0.6484
69 H -2.5119 2.4905 4.2335
70 H -2.5510 0.0003 4.1266
71 H -4.4614 -1.2354 3.1278
72 H -5.2494 -2.3457 0.7508
73 H -3.1170 -1.8313 -0.8958
74 H -0.6671 -0.9696 5.4770
75 H 1.7208 -2.2337 5.1227
76 H 2.0620 -2.1436 2.3924

Cartesian forces (eV/Å) of the 6 atoms listed first:
-0.1 -0.3 0.2
0.3 -0.4 1.2
-0.7 0.7 -0.2
1.6 -0.5 -2.1
0.8 0.8 0.5
-1.2 -0.2 0.1


[4]
DFT (wB97M-V/def2-TZVPD) results for C15H21ClF5O3OsP2 as an isolated structure.

Spin multiplicity = 5
Total charge = +3
Frontier orbital gap (alpha / beta) = 8.299 / 5.264 eV

Atoms and positions in Å:
1 C 0.1647 -0.2466 -5.1456
2 C 0.5575 -0.3245 -3.6858
3 H 1.0140 -0.1385 -5.8636
4 H -0.5733 0.5790 -5.2777
5 H -0.3511 -1.1880 -5.3876
6 O 1.5949 -0.5264 -3.0782
7 Cl -1.1263 -0.0523 -2.7141
8 Os 0.0614 0.0731 -0.4093
9 P -0.2952 2.3767 -0.4841
10 C 0.8308 3.5155 0.4279
11 C -0.1566 3.0543 -2.1854
12 H 0.0869 4.1443 -2.1748
13 H -2.0971 3.8944 0.0982
14 H -1.0823 2.8681 -2.7709
15 H -2.7028 2.2440 -0.2979
16 H 1.8718 3.2547 0.1785
17 H 0.6805 2.5121 -2.6523
18 C -1.9218 2.8193 0.2083
19 H 0.6338 4.5679 0.1578
20 H -1.9109 2.5690 1.2765
21 H 0.6565 3.3870 1.5052
22 P -0.0593 -2.2472 -0.2157
23 C 1.1726 -3.2188 0.7514
24 C -1.6703 -2.8184 0.4126
25 H -0.5850 -2.7515 -2.5456
26 H 0.3391 -4.1107 -1.7641
27 H 1.1593 -2.5752 -2.2325
28 C 0.2280 -3.0131 -1.8500
29 H -2.4665 -2.3583 -0.1833
30 H -1.7284 -3.9121 0.3602
31 H 1.0468 -4.3032 0.5743
32 H 1.0323 -3.0112 1.8220
33 H -1.7561 -2.5008 1.4610
34 H 2.1798 -2.9050 0.4303
35 C 1.9029 0.1630 -0.1615
36 O 3.0702 0.2023 -0.1201
37 F 0.9355 0.5178 7.0378
38 C 0.5113 0.4107 5.7405
39 C 0.2940 1.5504 4.9573
40 F 0.5144 2.7497 5.5309
41 C -0.0676 1.4383 3.6236
42 F -0.5265 2.5604 2.9796
43 C -0.1228 0.2048 2.9250
44 O -0.4032 0.0994 1.6578
45 C 0.0268 -0.9304 3.7765
46 F -0.3181 -2.1446 3.2682
47 C 0.3830 -0.8253 5.1210
48 F 0.6787 -1.9203 5.8546

Cartesian forces (eV/Å) of the 6 atoms listed first:
-0.1 0.4 0.0
4.3 -0.7 0.0
-0.4 0.0 1.0
0.6 -0.6 0.0
0.0 0.1 0.1
-4.7 1.2 -1.9


[5]
DFT (wB97M-V/def2-TZVPD) results for a 2-piece molecular cluster, C12H17N overall.

Spin multiplicity = 2
Total charge = -1
Frontier orbital gap (alpha / beta) = 2.602 / 6.410 eV

Atoms and positions in Å:
1 C -0.0051 2.7529 1.7737
2 C 0.3524 0.1392 1.9724
3 C -0.0934 1.4896 2.4867
4 C -0.0527 -0.7826 2.9100
5 C -0.4792 1.2602 3.8233
6 C 0.9521 -1.7523 0.5644
7 C 0.3457 -2.6573 1.5411
8 C 1.0034 -0.3700 0.8649
9 C 0.0854 -2.2391 2.7967
10 N -0.6869 -0.1451 4.0171
11 H 1.2462 -2.1022 -0.3262
12 H 0.0645 -3.6203 1.2720
13 H 1.4843 0.3065 0.1793
14 H -0.0970 -2.8291 3.6715
15 H -0.8744 3.3458 2.1674
16 H 0.0321 2.6608 0.6999
17 H -0.6785 1.8743 4.5741
18 H -0.8337 -0.6544 4.8591
19 H 0.8968 3.3881 1.9022
20 C -0.1606 0.6022 -3.9415
21 C 0.8938 -0.4640 -4.0491
22 C -1.5665 -0.0289 -3.3501
23 H 0.2715 1.5285 -3.4150
24 H -0.3234 1.1673 -4.8960
25 H 0.9675 -1.0359 -4.9481
26 H -1.4026 -0.2651 -2.3204
27 H -2.3098 0.6605 -3.4293
28 H -1.7022 -0.8565 -3.9648
29 H 1.9434 -0.0956 -4.0414
30 H 0.7266 -1.2775 -3.3938

Cartesian forces (eV/Å) of the 6 atoms listed first:
-0.1 2.0 0.6
-1.8 2.0 2.0
1.5 -3.7 1.2
-1.0 -1.7 2.5
0.1 -3.2 -3.7
-2.8 0.3 5.1


[6]
DFT (wB97M-V/def2-TZVPD) results for C33H43Cl5NO6S2SiW as an isolated structure.

Spin multiplicity = 2
Frontier orbital gap (alpha / beta) = 6.511 / 7.391 eV

Atoms and positions in Å:
1 W -0.0024 0.2442 -0.7761
2 O -1.5770 -0.6994 -1.7607
3 N -2.6772 -1.1784 -1.1695
4 C -3.5094 -1.8942 -1.9622
5 C -4.6768 -2.3899 -1.4634
6 C -4.9950 -2.1372 -0.1199
7 C -4.1296 -1.4181 0.6582
8 C -2.9163 -0.9275 0.1346
9 S -1.7427 -0.0653 1.0393
10 H -3.1646 -2.0276 -2.9751
11 H -5.3274 -2.9598 -2.1065
12 H -5.9155 -2.5135 0.3005
13 H -4.3314 -1.2131 1.6976
14 Cl 2.4431 -0.6678 1.4422
15 C 1.7289 0.8396 1.8607
16 C 0.6970 1.3796 1.0693
17 C 0.1936 2.5931 1.5595
18 Cl -1.1696 3.4112 0.8183
19 C 0.6932 3.2437 2.6928
20 Cl 0.0267 4.7458 3.2243
21 C 1.7317 2.6779 3.4154
22 Cl 2.3550 3.4711 4.8142
23 C 2.2434 1.4611 3.0014
24 Cl 3.5143 0.7369 3.9204
25 C 2.4093 -2.1780 -3.4885
26 C 1.3721 -3.2968 -3.4936
27 C 1.8859 -4.4971 -4.2761
28 C 0.0624 -2.7960 -4.1006
29 O 1.0988 -3.7786 -2.1623
30 Si 1.3268 -3.0401 -0.7168
31 O 0.6995 -1.5516 -0.6997
32 O 2.8946 -2.8640 -0.3176
33 C 3.8709 -3.7763 0.1961
34 C 3.6321 -3.9602 1.6889
35 C 3.7775 -5.1096 -0.5303
36 C 5.2200 -3.1127 -0.0527
37 O 0.6374 -4.0349 0.3880
38 C -0.5441 -4.8355 0.3370
39 C -0.2480 -6.1319 -0.4057
40 C -0.9050 -5.1206 1.7904
41 C -1.6609 -4.0606 -0.3496
42 H 2.5858 -1.8516 -4.5144
43 H 3.3532 -2.5148 -3.0635
44 H 2.0678 -1.3170 -2.9124
45 H 2.0898 -4.2236 -5.3105
46 H 1.1457 -5.2958 -4.2628
47 H 2.8018 -4.8764 -3.8292
48 H 0.2020 -2.5212 -5.1473
49 H -0.3079 -1.9231 -3.5523
50 H -0.6881 -3.5870 -4.0441
51 H 2.6472 -4.3871 1.8728
52 H 3.6888 -2.9986 2.1964
53 H 4.3931 -4.6201 2.1060
54 H 2.8035 -5.5722 -0.3791
55 H 4.5481 -5.7842 -0.1546
56 H 3.9290 -4.9726 -1.6001
57 H 5.2478 -2.1384 0.4301
58 H 5.3835 -2.9689 -1.1194
59 H 6.0276 -3.7284 0.3458
60 H 0.5530 -6.6734 0.0946
61 H 0.0560 -5.9306 -1.4306
62 H -1.1374 -6.7633 -0.4117
63 H -0.0856 -5.6385 2.2832
64 H -1.7991 -5.7435 1.8498
65 H -1.0855 -4.1881 2.3210
66 H -1.3777 -3.8136 -1.3720
67 H -1.8548 -3.1393 0.2015
68 H -2.5746 -4.6581 -0.3742
69 C -5.2703 6.2008 -4.1944
70 C -4.1954 5.3000 -3.6558
71 C -4.5185 4.1906 -2.8854
72 C -3.5477 3.3331 -2.3944
73 C -3.9776 2.1490 -1.5734
74 C -2.1954 3.6142 -2.6978
75 C -1.1072 2.8003 -2.1958
76 O -1.2403 1.7951 -1.4903
77 C -1.8479 4.7396 -3.4734
78 C -0.4187 5.0902 -3.8071
79 C -2.8598 5.5581 -3.9397
80 H -6.2028 6.0762 -3.6478
81 H -5.4619 5.9716 -5.2435
82 H -4.9694 7.2449 -4.1390
83 H -5.5579 3.9911 -2.6579
84 H -5.0624 2.1373 -1.4827
85 H -3.5359 2.1718 -0.5767
86 H -3.6466 1.2191 -2.0362
87 H -0.0834 3.1138 -2.4517
88 H 0.0803 4.2871 -4.3481
89 H 0.1653 5.2998 -2.9119
90 H -0.3962 5.9797 -4.4330
91 H -2.6054 6.4244 -4.5345
92 S 1.6829 1.1703 -1.7393

Cartesian forces (eV/Å) of the 6 atoms listed first:
0.8 -0.4 0.4
-0.1 0.0 0.0
0.0 0.1 -0.3
-0.1 0.0 0.1
0.0 0.1 0.1
0.1 0.0 -0.1


[7]
DFT (wB97M-V/def2-TZVPD) results for C56H101F6HfN5O16S2 as an isolated structure.

Frontier orbital gap = 5.963 eV

Atoms and positions in Å:
1 Hf -0.6976 1.5639 -0.9689
2 C -4.7591 -1.8061 -1.8334
3 C -4.4340 -0.7585 -2.9421
4 C -5.5926 -0.6701 -4.0095
5 C -6.8347 0.0419 -3.4902
6 C -6.5564 1.4530 -2.8492
7 C -5.4078 1.3123 -1.7248
8 N -4.2368 0.5844 -2.3349
9 O -2.9224 0.7290 -1.6551
10 C -6.1649 0.6949 -0.5152
11 C -5.1108 2.7744 -1.4497
12 C -3.2248 -1.3484 -3.6751
13 H -5.1801 -2.7742 -2.1049
14 H -5.6038 -1.4733 -1.2302
15 H -3.9294 -1.9531 -1.1420
16 H -5.7695 -1.4941 -4.7007
17 H -5.2664 0.0006 -4.8044
18 H -7.3945 -0.5545 -2.7697
19 H -7.4521 0.1652 -4.3799
20 H -7.5381 1.6667 -2.4264
21 H -6.3767 2.2000 -3.6224
22 H -7.1062 0.1887 -0.7294
23 H -6.5138 1.4704 0.1667
24 H -5.5144 0.1158 0.1402
25 H -5.9171 3.3554 -1.0019
26 H -4.7499 3.3459 -2.3048
27 H -4.2231 2.9538 -0.8432
28 H -3.0340 -0.9095 -4.6545
29 H -3.3480 -2.4296 -3.7373
30 H -2.3321 -1.2097 -3.0651
31 C -4.0123 2.0120 1.7517
32 C -3.2593 3.2082 2.4001
33 C -3.5192 3.0668 3.8742
34 C -2.7315 3.9076 4.8487
35 C -1.2503 3.6995 4.4042
36 C -0.7948 4.0485 2.9310
37 N -1.8020 3.3729 2.1159
38 O -1.4168 3.3403 0.7279
39 C 0.6866 3.4510 2.9070
40 C -0.7027 5.5104 2.8125
41 C -3.9833 4.5076 1.9774
42 H -3.6420 1.7635 0.7571
43 H -5.0705 2.2363 1.6169
44 H -4.0014 1.2579 2.5387
45 H -3.4514 2.0297 4.2027
46 H -4.6000 3.1887 3.9451
47 H -3.0416 3.5867 5.8431
48 H -3.0170 4.9588 4.8095
49 H -0.8900 2.7469 4.7925
50 H -0.7303 4.2977 5.1525
51 H 1.2782 4.0241 3.6209
52 H 1.2224 3.4554 1.9578
53 H 0.9139 2.4479 3.2678
54 H -0.7478 6.0819 3.7396
55 H -1.4324 6.0062 2.1724
56 H 0.2830 5.7967 2.4456
57 H -3.5120 5.3870 2.4161
58 H -5.0525 4.5657 2.1814
59 H -3.8245 4.7018 0.9167
60 C 2.4020 2.8379 -4.1275
61 C 2.9889 3.7985 -2.9778
62 C 3.5134 5.1084 -3.7391
63 C 4.0278 6.1275 -2.7572
64 C 2.9536 6.4369 -1.7040
65 C 2.3759 5.2042 -0.9041
66 N 1.9426 4.1385 -1.8694
67 O 1.3455 2.9531 -1.2637
68 C 1.1242 5.8594 -0.2322
69 C 3.3478 4.7116 0.2190
70 C 4.2472 2.8876 -2.5522
71 H 1.6189 3.3156 -4.7164
72 H 2.0141 1.9283 -3.6689
73 H 3.0622 2.4535 -4.9050
74 H 2.7820 5.6144 -4.3693
75 H 4.2312 4.7753 -4.4887
76 H 4.2138 6.9970 -3.3877
77 H 4.9388 5.7761 -2.2727
78 H 2.1139 6.8606 -2.2548
79 H 3.1465 7.3139 -1.0860
80 H 0.5321 5.2077 0.4103
81 H 0.4845 6.3674 -0.9540
82 H 1.3323 6.6725 0.4633
83 H 3.1725 3.6899 0.5557
84 H 3.1204 5.3206 1.0940
85 H 4.4118 4.7450 -0.0150
86 H 5.1005 3.5329 -2.7608
87 H 4.4344 1.9927 -3.1458
88 H 4.3250 2.5407 -1.5218
89 C 3.3056 -0.1701 -0.2803
90 F 4.0522 -1.2613 0.0425
91 F 3.7286 0.9244 0.3556
92 F 3.3145 -0.0136 -1.6002
93 S 1.5109 -0.5041 0.2749
94 O 1.4885 -1.7098 1.0758
95 O 1.0861 0.6662 1.0413
96 N 0.4017 -0.4221 -1.0769
97 S 0.7772 -1.8445 -1.7576
98 O 0.4902 -1.7027 -3.1881
99 O 2.0589 -2.5422 -1.5611
100 C -0.5586 -3.0999 -1.1522
101 F -0.5615 -4.1457 -1.8935
102 F -0.3308 -3.4574 0.1443
103 F -1.7226 -2.5086 -1.3505
104 C 0.9972 -6.8656 0.5813
105 C 1.9068 -7.9400 0.2542
106 C 1.4248 -9.1221 -0.2685
107 C 0.0544 -9.2361 -0.3551
108 C -0.8498 -8.2268 0.0095
109 C -0.3320 -6.9360 0.3490
110 N -0.5307 -10.5753 -0.9070
111 O 0.2786 -11.4228 -1.1964
112 O -1.7197 -10.6750 -1.1787
113 H 1.4559 -5.9332 0.8755
114 H 2.9485 -7.6575 0.2933
115 H 1.9660 -10.0388 -0.4505
116 H -1.9253 -8.3257 0.0109
117 H -0.9088 -6.0369 0.5083
118 C 6.7689 -0.0410 -1.0760
119 C 8.0120 0.7270 -0.8286
120 O 9.0166 0.1358 -0.4312
121 C 7.9150 2.1490 -1.1901
122 H 6.1698 0.2324 -1.9446
123 H 6.1755 0.2026 -0.1947
124 H 7.0869 -1.0831 -1.1100
125 H 8.1703 1.9866 -2.2373
126 H 8.7395 2.7004 -0.7381
127 H 6.9228 2.5863 -1.0789
128 C -5.3530 -6.8246 -0.6620
129 C -4.1930 -5.8301 -0.7076
130 O -3.4750 -5.6482 -1.7229
131 C -3.8190 -5.0910 0.6432
132 H -5.8599 -6.6635 0.2894
133 H -4.8021 -7.7650 -0.6552
134 H -5.9141 -6.7474 -1.5933
135 H -4.6231 -4.7673 1.3042
136 H -3.1965 -4.2040 0.5257
137 H -3.2019 -5.8838 1.0659
138 C 0.3524 -4.0925 5.1656
139 C -0.7184 -4.0867 4.0096
140 O -0.4410 -3.7979 2.8171
141 C -2.1553 -4.4561 4.3947
142 H 0.2653 -3.5344 6.0978
143 H 1.3209 -3.8055 4.7559
144 H 0.4363 -5.1436 5.4416
145 H -2.1452 -4.7421 5.4465
146 H -2.3190 -5.2696 3.6880
147 H -2.6618 -3.5063 4.2231
148 C -2.8695 -1.4804 1.8660
149 C -1.9118 -0.3549 1.8701
150 O -1.4775 0.2154 0.8235
151 C -1.2597 0.0531 3.1386
152 H -2.7094 -2.0702 2.7685
153 H -2.8873 -2.0380 0.9296
154 H -3.9335 -1.2560 1.9424
155 H -1.2372 1.1292 3.3102
156 H -0.2084 -0.1603 3.3317
157 H -1.7944 -0.2140 4.0502
158 C -1.9364 1.9678 -5.3424
159 C -0.7739 1.3058 -4.6521
160 O -0.6263 1.3662 -3.4193
161 C 0.1594 0.5263 -5.5429
162 H -2.6115 2.5418 -4.7077
163 H -2.4357 1.1002 -5.7738
164 H -1.7661 2.5565 -6.2438
165 H 0.7442 1.3707 -5.9078
166 H -0.4144 0.1714 -6.3990
167 H 0.7151 -0.2147 -4.9683
168 C 3.9451 -4.0435 1.5628
169 C 5.3988 -3.9376 1.1841
170 O 5.9492 -4.7937 0.3852
171 C 6.2430 -2.9522 1.9861
172 H 3.4291 -4.8487 1.0399
173 H 3.3473 -3.1800 1.2711
174 H 3.8785 -4.2876 2.6230
175 H 5.5373 -2.4502 2.6480
176 H 6.8190 -2.2982 1.3315
177 H 6.9576 -3.4876 2.6113
178 C 6.9485 0.3870 4.0090
179 C 5.7064 0.7364 3.2431
180 O 4.8434 -0.0724 2.8949
181 C 5.5130 2.1936 2.7487
182 H 7.7345 0.1544 3.2907
183 H 6.9596 -0.5019 4.6398
184 H 7.2760 1.1936 4.6650
185 H 4.5734 2.2529 2.1994
186 H 6.3667 2.5301 2.1604
187 H 5.5165 2.8763 3.5984

Cartesian forces (eV/Å) of the 6 atoms listed first:
-1.5 1.4 1.1
-1.3 0.3 0.7
-0.7 -1.5 0.0
0.7 1.9 0.4
0.1 0.3 -0.3
0.4 -2.6 -0.3